No. 1
The following is a DFT calculation (wB97M-V/def2-TZVPD) of a molecular structure, C5H10CoO3 in a non-equilibrium geometry.

Geometry as XYZ:
```
19
Properties=species:S:1:pos:R:3
Co 0.345 0.187 -0.179
O 1.527 0.208 1.317
O -1.581 -0.371 -0.345
O 1.682 0.046 -1.456
C -2.463 -1.420 -0.717
C -1.080 1.576 0.788
C 2.844 0.285 -0.720
C 2.726 -0.212 0.733
C -2.151 0.721 0.361
H -1.422 2.394 1.438
H -2.670 0.383 1.290
H -1.880 -2.138 -1.300
H 3.055 1.378 -0.682
H -2.927 1.250 -0.231
H -2.867 -1.907 0.182
H 3.732 -0.196 -1.182
H 3.603 0.161 1.301
H 2.813 -1.321 0.732
H -3.285 -1.025 -1.330
```

net charge = 0
gap between HOMO and LUMO (alpha / beta) = 6.1261 / 6.0351 eV
energy above the lowest of the compared OMol25 structures with the same formula, charge and spin = 0.0 kJ/mol
2S+1 = 4
<S²> = 3.82
maximum force = 1.9 eV/A
electronic energy = -1804.78804 Eh
LUMO level (alpha / beta) = -1.83 / -1.81 eV

***

No. 2
The following is a DFT calculation (wB97M-V/def2-TZVPD) of a molecular structure, C5H10DyO3 in a non-equilibrium geometry.

Geometry as XYZ:
```
19
Properties=species:S:1:pos:R:3
Dy -0.437 -1.894 0.168
O -0.874 0.455 0.652
O -1.823 -1.677 1.651
O 0.745 -0.356 -1.115
C 0.919 1.010 -0.748
C -2.098 -0.610 2.252
C 1.800 -0.871 -1.925
C -1.728 0.621 1.646
C -0.398 1.510 -0.204
H 0.953 -2.955 1.138
H 1.824 -0.335 -2.883
H 1.590 -1.932 -2.095
H -0.269 2.436 0.367
H -2.801 -0.600 3.095
H 1.199 1.607 -1.627
H -1.146 1.644 -0.993
H 2.763 -0.758 -1.408
H 1.717 1.082 0.006
H -1.936 1.623 2.022
```

net charge = +2
gap between HOMO and LUMO (alpha / beta) = 8.2570 / 7.5903 eV
energy above the lowest of the compared OMol25 structures with the same formula, charge and spin = 66.0 kJ/mol
2S+1 = 7
<S²> = 12.57
maximum force = 3.3 eV/A
electronic energy = -1306.54474 Eh
LUMO level (alpha / beta) = -9.70 / -10.35 eV

***

No. 3
The following is a DFT calculation (wB97M-V/def2-TZVPD) of a molecular structure, C5H10F15HfO20S5 in a non-equilibrium geometry.

Geometry as XYZ:
```
56
Properties=species:S:1:pos:R:3
Hf 7.854 15.889 -5.162
S 10.396 13.133 -5.558
S 7.688 19.340 -6.241
S 9.256 14.052 -2.016
S 9.433 15.384 -8.468
S 11.589 16.601 -4.800
F 8.949 16.445 -10.887
F 8.333 17.647 -9.199
F 9.818 20.835 -6.122
F 8.328 15.891 -0.382
F 8.343 21.599 -7.446
F 12.844 19.000 -4.450
F 8.998 11.068 -4.702
F 9.481 19.908 -8.117
F 10.672 19.112 -4.301
F 9.213 11.093 -6.820
F 7.182 15.863 -9.754
F 8.466 13.899 0.484
F 10.968 10.551 -5.586
F 11.615 18.810 -6.215
F 6.851 14.404 -0.902
O 9.060 12.603 -2.010
O 12.213 16.211 -6.054
O 6.365 16.520 -7.138
O 11.125 13.388 -6.757
O 8.315 17.434 -3.335
O 8.279 18.016 -5.971
O 8.702 14.701 -3.219
O 12.357 16.232 -3.627
O 6.155 15.010 -3.501
O 10.574 14.522 -1.710
O 9.261 14.013 -8.899
O 7.307 19.966 -4.972
O 8.805 15.701 -7.152
O 5.963 17.394 -4.701
O 9.100 13.837 -5.518
O 11.135 13.220 -4.341
O 10.771 15.914 -8.630
O 6.666 14.032 -6.060
O 6.583 19.195 -7.220
O 10.142 16.263 -4.726
C 11.700 18.512 -4.914
C 8.968 20.490 -7.071
C 8.424 16.414 -9.673
C 9.880 11.300 -5.661
C 8.146 14.591 -0.617
H 5.559 15.349 -2.825
H 5.896 18.109 -4.056
H 5.195 17.497 -5.274
H 7.117 13.277 -6.476
H 6.171 14.051 -3.368
H 7.719 18.010 -2.845
H 6.193 17.416 -7.499
H 5.829 15.920 -7.668
H 5.726 13.903 -6.231
H 9.180 17.542 -2.912
```

net charge = -1
gap between HOMO and LUMO = 7.1488 eV
energy above the lowest of the compared OMol25 structures with the same formula, charge and spin = 62.8 kJ/mol
2S+1 = 1
maximum force = 5.5 eV/A
electronic energy = -5238.57503 Eh
LUMO level = 0.52 eV

***

No. 4
The following is a DFT calculation (wB97M-V/def2-TZVPD) of a molecular structure, C5H10F3O5PS in a non-equilibrium geometry.

Geometry as XYZ:
```
25
Properties=species:S:1:pos:R:3
S 0.982 -0.871 -1.854
P 0.089 0.399 0.324
F -1.139 -2.317 2.822
F -2.510 -1.395 1.561
F -1.400 -0.168 2.756
O 0.783 1.428 1.276
O 1.784 -1.983 -1.532
O -1.143 1.400 -0.245
O 1.228 0.324 -0.752
O -0.442 -1.088 -2.012
C -1.212 -1.258 1.959
C -0.072 -1.130 1.094
C -2.462 1.014 -0.579
C 1.586 1.096 2.437
C 1.667 -0.008 -3.295
H -2.486 0.154 -1.157
H -2.862 0.792 0.481
H -2.975 1.800 -1.150
H 2.572 0.558 2.102
H 1.755 2.077 3.012
H 1.059 0.301 2.984
H 2.756 -0.141 -3.653
H 1.050 -0.187 -4.110
H -0.071 -1.925 0.404
H 1.465 1.129 -2.871
```

net charge = 0
gap between HOMO and LUMO = 9.3471 eV
energy above the lowest of the compared OMol25 structures with the same formula, charge and spin = 126.5 kJ/mol
2S+1 = 1
maximum force = 4.4 eV/A
electronic energy = -1611.80775 Eh
LUMO level = 0.25 eV

***

No. 5
The following is a DFT calculation (wB97M-V/def2-TZVPD) of a gas-phase ion, C5H10FN2 (charge +1) in a non-equilibrium geometry.

Geometry as XYZ:
```
18
Properties=species:S:1:pos:R:3
F -1.662 0.521 -1.397
N 0.860 -1.083 -0.367
N 0.050 0.881 0.059
C -2.170 0.375 0.989
C 2.553 0.625 -0.436
C 1.147 0.197 -0.197
C -1.215 0.060 -0.161
C -0.529 -1.368 -0.284
H -1.606 0.429 1.842
H -2.855 -0.391 1.146
H -0.888 -1.939 0.711
H 1.530 -1.818 -0.129
H -0.195 1.810 -0.194
H 2.646 0.593 -1.489
H -1.012 -1.847 -1.043
H -2.818 1.170 0.895
H 3.298 0.167 0.176
H 2.867 1.618 -0.120
```

net charge = +1
gap between HOMO and LUMO = 11.7165 eV
energy above the lowest of the compared OMol25 structures with the same formula, charge and spin = 68.6 kJ/mol
2S+1 = 1
maximum force = 5.9 eV/A
electronic energy = -405.63488 Eh
LUMO level = -3.57 eV

***

No. 6
The following is a DFT calculation (wB97M-V/def2-TZVPD) of a molecular structure, C5H10FNO in a non-equilibrium geometry.

Geometry as XYZ:
```
18
Properties=species:S:1:pos:R:3
F -0.129 1.791 0.456
O -0.804 -0.830 1.296
N 2.479 -0.561 -0.250
C -2.240 -0.118 -0.623
C -0.994 -0.973 -0.199
C 1.259 -0.163 0.341
C 0.609 1.063 -0.314
C 0.100 -0.351 -0.771
H 3.430 -0.462 0.185
H -0.976 -2.101 -0.277
H -3.172 -0.613 -0.321
H -1.418 0.205 1.462
H -2.202 0.048 -1.775
H 0.949 -0.265 1.448
H 0.804 1.702 -1.326
H 0.442 -0.335 -1.922
H 2.453 -1.528 -0.511
H -2.475 1.045 -0.289
```

net charge = 0
gap between HOMO and LUMO = 9.4873 eV
energy above the lowest of the compared OMol25 structures with the same formula, charge and spin = 502.2 kJ/mol
2S+1 = 1
maximum force = 7.3 eV/A
electronic energy = -426.16907 Eh
LUMO level = 0.95 eV